1.
{
  "formula": "F8KN4O16S8",
  "method": "ωB97M-V/def2-TZVPD",
  "spin_multiplicity": 1,
  "total_charge": -3,
  "orbital_gap_ev": 8.65,
  "relative_energy_kj_mol": 20.8,
  "elements": ["K", "S", "S", "S", "S", "S", "S", "S", "S", "F", "F", "F", "F", "F", "F", "F", "F", "O", "O", "O", "O", "O", "O", "O", "O", "O", "O", "O", "O", "O", "O", "O", "O", "N", "N", "N", "N"],
  "xyz": [[-0.262, 0.655, 0.050], [-1.305, -1.394, -2.649], [-0.528, 1.005, 3.995], [1.296, 3.744, -0.416], [-2.401, -0.423, 3.184], [-0.382, 3.577, -2.253], [3.036, -1.670, 0.806], [3.521, -2.654, -1.506], [-2.995, -2.385, -1.175], [0.525, 1.969, 3.254], [-3.642, -0.099, 2.238], [-4.066, -1.785, -0.182], [-0.612, 0.042, -2.879], [2.702, -2.279, 2.233], [-1.584, 2.495, -2.446], [1.077, 3.997, 1.144], [2.594, -3.611, -2.357], [2.192, 2.645, -0.396], [-0.947, 1.743, 5.141], [4.387, -1.217, 0.951], [-2.220, -3.263, -0.386], [0.606, 2.995, -3.092], [4.824, -3.208, -1.712], [-1.073, 4.734, -2.724], [3.233, -1.346, -1.976], [-1.938, -1.554, -3.927], [-1.950, -1.667, 2.670], [-2.936, -0.354, 4.503], [0.280, -0.148, 4.224], [2.036, -0.655, 0.647], [-3.772, -2.924, -2.238], [-0.198, -2.244, -2.371], [1.652, 5.045, -0.874], [-1.512, 0.870, 2.743], [2.866, -2.995, -0.060], [-0.268, 3.280, -0.704], [-2.236, -0.923, -1.459]],
  "forces_ev_per_angstrom": [[0.2, -0.5, 0.1], [2.1, 2.6, -3.3], [2.9, 1.2, -0.6], [-1.1, -0.4, 3.2], [-1.4, 0.1, -2.0], [-4.2, -2.7, -2.3], [-0.2, 0.3, 1.3], [-0.9, -1.2, 0.2], [-0.8, 1.6, 1.7], [-0.6, 0.2, 0.2], [0.0, 0.2, 0.2], [-0.2, 0.0, 0.1], [0.1, -0.2, 0.6], [-0.1, -0.3, -0.3], [0.1, 0.3, 0.3], [-0.1, 0.1, 0.0], [0.1, -0.1, 0.0], [0.3, -0.1, -0.7], [-0.5, 0.3, -0.2], [0.2, 0.0, -0.2], [0.4, -0.6, 0.3], [1.4, 0.5, 0.1], [0.2, 0.0, 0.1], [0.7, 1.1, 0.7], [0.2, 0.4, -0.2], [-0.4, -0.5, 0.3], [0.4, -0.1, 0.1], [0.0, 0.0, 0.4], [-0.3, -0.6, 0.4], [-0.1, -0.3, -0.2], [-0.1, 0.0, -0.4], [-0.2, -0.4, 0.7], [0.2, 0.0, -0.8], [-0.6, -1.1, 1.6], [0.8, 1.2, -0.7], [2.6, 1.9, -0.4], [-0.9, -2.9, -0.2]]
}


2.
{
  "formula": "C3H10NOP",
  "method": "ωB97M-V/def2-TZVPD",
  "spin_multiplicity": 1,
  "orbital_gap_ev": 10.62,
  "relative_energy_kj_mol": 323.3,
  "elements": ["P", "O", "N", "C", "C", "C", "H", "H", "H", "H", "H", "H", "H", "H", "H", "H"],
  "xyz": [[-2.332, 0.370, -0.321], [-3.712, 0.086, 0.017], [-1.475, -1.002, 0.126], [0.340, -1.001, -0.162], [0.811, 0.382, 0.210], [2.286, 0.305, -0.016], [-2.036, 0.677, -1.760], [0.333, -1.303, -1.106], [-1.611, -0.914, 1.122], [-1.842, 1.581, 0.516], [0.163, 1.015, -0.423], [0.713, 0.667, 1.213], [2.445, -0.327, -0.767], [2.608, 1.343, -0.263], [0.416, -1.832, 0.640], [2.894, -0.047, 0.974]],
  "forces_ev_per_angstrom": [[1.5, 0.9, 0.0], [-2.1, 0.4, 0.0], [3.3, 1.0, -1.6], [-5.7, -0.1, 7.8], [-0.3, -1.7, -1.5], [1.5, 3.7, 4.2], [0.0, -0.3, 1.6], [0.5, -1.1, -4.0], [0.3, -0.6, 0.7], [-0.4, -1.5, -1.5], [1.2, 0.5, 0.1], [-1.1, 0.1, 1.5], [1.4, -2.4, -3.2], [0.5, -0.9, 0.1], [0.9, 1.3, -1.7], [-1.6, 0.8, -2.4]]
}


3.
{
  "formula": "C35H38CdN7P2S2",
  "method": "ωB97M-V/def2-TZVPD",
  "spin_multiplicity": 1,
  "total_charge": 1,
  "orbital_gap_ev": 7.92,
  "relative_energy_kj_mol": 1.2,
  "elements": ["Cd", "S", "S", "P", "P", "N", "N", "N", "N", "N", "N", "N", "C", "C", "C", "C", "C", "C", "C", "C", "C", "C", "C", "C", "C", "C", "C", "C", "C", "C", "C", "C", "C", "C", "C", "C", "C", "C", "C", "C", "C", "C", "C", "C", "C", "C", "C", "H", "H", "H", "H", "H", "H", "H", "H", "H", "H", "H", "H", "H", "H", "H", "H", "H", "H", "H", "H", "H", "H", "H", "H", "H", "H", "H", "H", "H", "H", "H", "H", "H", "H", "H", "H", "H", "H"],
  "xyz": [[0.686, -0.135, -0.223], [2.737, -0.668, -1.805], [0.171, 2.271, -0.744], [-0.877, -2.025, -1.105], [-2.249, -0.576, 0.968], [-1.044, 3.852, 0.951], [5.062, 0.490, -2.144], [3.474, 1.829, -1.186], [0.530, 0.899, 1.902], [1.577, -1.534, 1.508], [-2.089, -2.041, 0.065], [-0.116, 2.089, 2.022], [-2.998, -1.288, -5.096], [-0.186, -3.696, -1.153], [0.758, -3.989, -2.140], [-1.658, -1.795, -2.719], [-3.974, 1.143, -0.269], [0.405, 0.661, 4.347], [-5.200, 1.632, -0.699], [-1.542, 4.441, 2.184], [2.135, -2.721, 1.288], [1.418, -1.099, 2.766], [-0.472, 5.185, 2.969], [-2.430, -1.175, 2.678], [-1.750, -2.665, 4.453], [-1.726, -2.295, 3.115], [-0.328, 2.715, 0.888], [-5.097, -0.621, 0.929], [-6.369, 0.993, -0.317], [-3.157, -0.782, 4.947], [-0.472, -4.640, -0.173], [1.832, -1.868, 3.848], [-2.849, -2.595, -4.650], [2.563, -3.549, 2.313], [1.112, -6.155, -1.161], [-3.137, -0.414, 3.610], [-3.915, 0.010, 0.544], [-2.476, -0.234, -4.361], [1.403, -5.214, -2.143], [-6.319, -0.132, 0.497], [3.812, 0.649, -1.696], [0.174, -5.870, -0.181], [-1.804, -0.486, -3.174], [-2.466, -1.910, 5.370], [2.408, -3.107, 3.616], [0.766, 0.225, 2.964], [-2.180, -2.852, -3.464], [0.988, -3.257, -2.907], [-7.326, 1.374, -0.650], [-1.155, -2.881, 2.403], [-2.586, 0.783, -4.712], [-2.351, 5.115, 1.901], [4.130, 2.592, -1.161], [2.505, 2.027, -0.942], [2.734, -3.718, 4.447], [-0.896, 5.619, 3.875], [5.727, 1.244, -2.162], [-5.242, 2.512, -1.328], [-1.138, 4.362, 0.089], [-1.210, -3.546, 4.776], [2.243, -3.017, 0.250], [-3.052, 1.635, -0.561], [-7.235, -0.625, 0.796], [-0.049, 5.994, 2.371], [-3.718, -0.190, 5.658], [-1.395, 0.339, -2.598], [-1.971, 3.639, 2.785], [5.335, -0.405, -2.508], [2.132, -5.437, -2.910], [-2.056, -3.873, -3.123], [-0.181, 1.573, 4.301], [1.303, 0.848, 4.941], [-5.061, -1.488, 1.579], [-3.685, 0.463, 3.287], [-0.058, -6.604, 0.579], [1.613, -7.114, -1.167], [3.004, -4.509, 2.085], [-2.879, -2.669, -0.038], [-1.195, -4.414, 0.601], [0.330, 4.504, 3.251], [-2.488, -2.201, 6.412], [-0.175, -0.117, 4.850], [-3.253, -3.415, -5.230], [1.701, -1.504, 4.856], [-3.518, -1.092, -6.024]],
  "forces_ev_per_angstrom": [[0.1, 0.0, 0.0], [0.0, -0.1, 0.0], [0.0, 0.1, 0.0], [-0.1, -0.1, 0.0], [0.0, -0.1, 0.0], [0.0, 0.1, -0.1], [0.0, 0.0, 0.0], [0.0, 0.0, 0.0], [0.0, 0.0, 0.0], [0.0, -0.1, 0.0], [0.1, 0.1, 0.0], [0.0, 0.0, -0.1], [0.0, 0.0, 0.0], [0.0, 0.0, 0.0], [0.0, 0.0, 0.0], [0.0, 0.0, 0.0], [0.0, 0.0, 0.0], [0.0, 0.0, 0.0], [0.0, 0.0, 0.0], [0.0, 0.0, 0.0], [0.0, 0.0, 0.0], [0.0, 0.0, 0.0], [0.0, 0.0, 0.0], [0.0, 0.0, 0.0], [0.0, 0.0, 0.0], [0.0, 0.0, 0.0], [0.0, -0.1, 0.1], [0.0, 0.0, 0.0], [0.0, 0.0, 0.0], [0.0, 0.0, 0.0], [0.0, 0.0, 0.0], [0.0, 0.0, -0.1], [0.0, 0.0, 0.0], [0.0, 0.0, 0.0], [0.0, 0.0, 0.0], [0.0, 0.0, 0.0], [0.0, 0.1, -0.1], [0.0, 0.0, 0.0], [0.0, 0.0, 0.0], [0.0, 0.0, 0.0], [0.0, 0.1, 0.1], [0.0, 0.0, 0.0], [0.0, 0.0, 0.0], [0.0, 0.0, 0.0], [0.0, 0.0, 0.0], [0.0, -0.1, 0.0], [0.0, 0.0, 0.0], [0.0, 0.0, 0.0], [0.0, 0.0, 0.0], [0.0, 0.0, 0.0], [0.0, 0.0, 0.0], [0.0, 0.0, 0.0], [0.0, 0.0, 0.0], [0.0, 0.0, 0.0], [0.0, 0.0, 0.0], [0.0, 0.0, 0.0], [0.0, 0.0, 0.0], [0.0, 0.0, 0.0], [0.0, 0.0, 0.0], [0.0, 0.0, 0.0], [0.0, 0.0, 0.0], [0.0, 0.0, 0.0], [0.0, 0.0, 0.0], [0.0, 0.0, 0.0], [0.0, 0.0, 0.0], [0.0, 0.0, 0.0], [0.0, 0.0, 0.0], [0.0, 0.0, 0.0], [0.0, 0.0, 0.0], [0.0, 0.0, 0.0], [0.0, 0.0, 0.0], [0.0, 0.0, 0.0], [0.0, 0.0, 0.0], [0.0, 0.0, 0.0], [0.0, 0.0, 0.0], [0.0, 0.0, 0.0], [0.0, 0.0, 0.0], [0.0, 0.0, 0.0], [0.0, 0.0, 0.0], [0.0, 0.0, 0.0], [0.0, 0.0, 0.0], [0.0, 0.0, 0.0], [0.0, 0.0, 0.0], [0.0, 0.0, 0.0], [0.0, 0.0, 0.0]]
}


4.
{
  "formula": "C8H10NP",
  "method": "ωB97M-V/def2-TZVPD",
  "spin_multiplicity": 3,
  "orbital_gap_ev": [7.25, 8.78],
  "relative_energy_kj_mol": 0.0,
  "s2": 2.00,
  "elements": ["P", "N", "C", "C", "C", "C", "C", "C", "C", "C", "H", "H", "H", "H", "H", "H", "H", "H", "H", "H"],
  "xyz": [[-3.612, -0.896, 0.026], [-2.439, 0.164, -0.233], [2.519, -1.106, 0.336], [1.497, -1.971, 0.073], [-2.234, 1.327, 0.634], [1.150, 0.713, -0.489], [0.028, -0.264, -0.815], [-1.304, 0.195, -1.273], [2.402, 0.269, -0.124], [0.291, -1.599, -0.491], [-1.308, 1.221, -1.613], [1.612, -3.054, 0.369], [-0.509, -2.351, -0.885], [3.244, 0.881, 0.054], [0.934, 1.785, -0.878], [-1.205, 1.491, 0.701], [-2.682, 2.218, 0.101], [-2.673, 1.220, 1.530], [-1.610, -0.609, -1.940], [3.476, -1.486, 0.632]],
  "forces_ev_per_angstrom": [[-1.7, -1.8, 0.1], [3.7, 2.3, -0.5], [-0.2, 1.9, -1.9], [0.0, -2.4, 1.0], [-0.9, 1.0, -4.1], [-2.6, -0.1, -2.7], [3.5, 1.4, 2.7], [-1.9, -1.6, 0.8], [-1.3, -2.3, 1.7], [-2.3, 0.3, -2.0], [0.1, 0.0, -0.8], [0.0, 1.3, -0.5], [1.6, 1.1, 1.3], [0.6, 0.9, -0.2], [0.7, -1.8, 1.0], [1.7, 0.3, 0.6], [0.4, -0.6, 0.7], [-1.5, -0.4, 3.3], [-0.2, 0.7, -1.0], [0.3, 0.0, 0.5]]
}


5.
{
  "formula": "C6H13NO",
  "method": "ωB97M-V/def2-TZVPD",
  "spin_multiplicity": 1,
  "orbital_gap_ev": [8.43, 8.21],
  "relative_energy_kj_mol": 684.6,
  "elements": ["O", "N", "C", "C", "C", "C", "C", "C", "H", "H", "H", "H", "H", "H", "H", "H", "H", "H", "H", "H", "H"],
  "xyz": [[-0.697, 0.004, -2.598], [0.237, 0.559, -2.037], [0.878, -0.514, 1.407], [-0.695, 1.087, 0.271], [0.351, 0.707, 1.321], [-1.901, 0.819, -2.843], [0.472, -1.595, 0.426], [2.027, -0.883, 2.357], [0.496, -2.529, 0.893], [2.383, 0.006, 3.002], [-0.169, 1.251, -0.765], [1.591, -1.624, 2.997], [-1.751, 1.834, -2.443], [-2.253, 0.990, -3.903], [-1.171, 2.060, 0.578], [-2.585, 0.278, -2.146], [-0.494, -1.404, 0.010], [2.942, -1.273, 1.994], [0.680, 1.432, 1.953], [-1.510, 0.398, -0.064], [1.169, -1.602, -0.409]],
  "forces_ev_per_angstrom": [[-1.4, -0.9, -1.4], [2.4, 0.7, -0.5], [1.2, -0.1, -0.7], [0.0, 1.1, -0.1], [-1.7, -2.6, -2.2], [-1.3, 0.8, 0.6], [0.7, 1.6, 0.0], [-1.2, 2.4, 1.3], [0.0, -1.7, 0.7], [-0.9, -1.2, -0.9], [-0.6, 0.5, 1.8], [0.1, -0.5, 0.8], [0.4, -0.4, 0.0], [0.7, -1.1, 1.0], [0.4, -0.9, -0.5], [-0.2, 0.6, -1.2], [-0.6, 0.0, -0.2], [0.6, -0.6, -1.2], [0.8, 2.1, 1.6], [0.6, 0.1, 1.1], [0.2, -0.1, -0.1]]
}


6.
{
  "formula": "C5H7NO",
  "method": "ωB97M-V/def2-TZVPD",
  "spin_multiplicity": 1,
  "smiles": "C[C@H](C#N)CC=O",
  "orbital_gap_ev": 11.08,
  "relative_energy_kj_mol": 72.9,
  "elements": ["O", "N", "C", "C", "C", "C", "C", "H", "H", "H", "H", "H", "H", "H"],
  "xyz": [[1.887, 0.422, 1.589], [-2.469, 1.514, -1.220], [-1.639, 0.981, -0.615], [-0.928, -1.192, 0.312], [1.913, 0.152, 0.412], [-0.585, 0.294, 0.145], [0.780, 0.491, -0.536], [-1.903, -1.319, 0.791], [0.854, -0.112, -1.449], [-0.957, -1.693, -0.661], [-0.173, -1.681, 0.936], [0.912, 1.542, -0.828], [-0.530, 0.766, 1.133], [2.792, -0.360, -0.024]],
  "forces_ev_per_angstrom": [[0.0, -0.2, -0.5], [0.8, -0.5, 0.6], [-0.7, 0.5, -0.5], [0.0, -0.1, 0.0], [0.0, 0.1, 0.4], [0.0, 0.0, 0.1], [0.0, 0.0, 0.0], [0.1, 0.0, -0.1], [0.0, 0.1, 0.1], [0.0, 0.1, 0.1], [-0.1, 0.1, -0.1], [0.0, -0.2, 0.0], [0.0, 0.0, -0.1], [0.0, 0.1, 0.0]]
}